Entry 1:
DFT (the ωB97M-V functional and the def2-TZVPD basis) results for C45H40BrCl2F9N4O3P2SZr as an isolated structure.

XYZ file:
```
108
C45H40BrCl2F9N4O3P2SZr the ωB97M-V functional and the def2-TZVPD basis
Zr -0.430 -0.814 -1.329
Br -2.211 -2.437 0.363
Cl -0.727 -3.129 -5.768
Cl -2.204 -4.654 -3.734
S -0.212 1.090 -2.929
P -2.796 0.682 -0.696
P 1.433 0.660 1.330
F 0.814 2.072 -5.561
F -5.807 1.113 -1.032
F 1.872 -0.786 -1.988
F -4.736 -3.950 0.533
F 4.838 -0.335 -5.612
F -7.276 -3.174 0.067
F -7.791 -0.628 -0.717
F 4.203 -1.449 -3.196
F 3.129 1.421 -6.770
O -2.178 -1.544 -2.609
O 0.483 0.079 0.261
O -0.143 -2.202 -2.994
N 1.499 2.256 1.080
N 0.714 -2.650 -0.435
N 2.926 0.026 1.232
N 0.819 0.299 2.791
C 0.741 0.257 5.147
C 1.979 -4.666 0.535
C -5.498 -0.133 -0.688
C 0.896 1.205 3.959
C -1.370 -2.216 -3.308
C 1.978 4.500 1.604
C -6.290 -2.321 -0.112
C -4.978 -2.714 0.118
C 2.193 -0.229 -3.204
C -3.457 3.019 3.190
C 1.272 -3.553 0.003
C 1.634 1.208 -4.974
C -2.651 1.889 3.168
C -4.174 -0.508 -0.506
C -2.895 3.759 -3.345
C -4.038 3.481 2.018
C 3.194 -5.686 2.329
C 3.734 -0.430 2.377
C -3.823 2.813 0.822
C -1.883 -3.058 -4.454
C 3.352 -6.827 1.549
C 5.049 0.320 2.194
C 2.134 -5.810 -0.252
C -3.191 1.699 -2.136
C 0.327 3.058 0.653
C 3.704 -0.020 -5.015
C -2.407 1.232 1.972
C -0.133 -0.869 4.594
C 5.242 0.340 0.672
C 2.824 -6.890 0.265
C -3.825 1.141 -3.244
C 0.412 -1.060 3.182
C -3.996 1.895 -4.392
C 3.384 -0.587 -3.791
C 2.824 0.879 -5.604
C 2.507 -4.598 1.828
C 0.897 4.467 0.526
C -6.550 -1.023 -0.514
C -3.532 3.203 -4.445
C 1.288 0.656 -3.746
C -2.718 3.009 -2.193
C 2.628 3.127 1.472
C -3.952 -1.814 -0.078
C 3.823 0.232 0.074
C -2.994 1.692 0.794
H -1.767 0.357 1.953
H 1.841 1.750 3.986
H -4.180 0.119 -3.213
H -1.179 -0.562 4.552
H -2.207 3.447 -1.344
H 5.874 -0.159 2.716
H 4.950 1.334 2.585
H 3.236 -0.217 3.321
H 1.718 -5.842 -1.251
H -0.464 3.017 1.408
H 1.342 4.605 -0.461
H -0.067 2.675 -0.290
H 0.133 5.231 0.664
H 3.897 -1.510 2.304
H 3.392 3.130 0.689
H -4.309 3.157 -0.080
H -2.220 1.519 4.089
H -3.642 3.532 4.124
H 3.521 1.126 -0.475
H 1.716 -0.140 5.438
H -0.336 -1.455 2.492
H 2.373 -3.703 2.421
H 0.085 1.937 3.918
H 2.694 5.309 1.478
H 5.838 -0.515 0.355
H -4.679 4.353 2.037
H -0.077 -1.782 5.183
H 3.891 -7.676 1.947
H -4.496 1.463 -5.249
H 1.521 4.599 2.591
H -2.823 -2.663 -4.824
H 3.759 -0.619 -0.603
H 2.951 -7.782 -0.332
H 5.758 1.237 0.337
H 0.311 0.751 6.016
H -3.671 3.790 -5.342
H 1.269 -1.743 3.179
H 3.093 2.792 2.399
H 3.607 -5.651 3.328
H -2.534 4.777 -3.385
```

For the frontier orbital gap, the calculation gives 7.80 eV. For the energy above the lowest of the compared OMol25 structures with the same formula, charge and spin, the calculation gives 14.69 kJ/mol. Its charge is +2. As for the HOMO energy: -13.20 eV.

---

Entry 2:
DFT (the ωB97M-V functional and the def2-TZVPD basis) results for C45H40BrCl2F9N4O3P2SZr as an isolated structure in a non-equilibrium geometry.

XYZ file:
```
108
C45H40BrCl2F9N4O3P2SZr the ωB97M-V functional and the def2-TZVPD basis
Zr -0.231 1.324 -0.106
Br 0.530 4.324 -1.089
Cl -2.463 2.784 -0.907
Cl -2.376 5.168 0.817
S 0.104 1.485 -2.649
P -2.421 -1.254 -0.390
P 2.492 1.752 -0.275
F 0.605 -0.740 -0.853
F 1.515 -4.043 -4.090
F 0.366 0.310 -5.418
F 1.043 -2.222 -6.044
F 1.278 -3.312 -1.472
F 4.712 6.485 -3.139
F 2.079 6.392 -2.554
F 6.338 4.454 -2.387
F 5.358 2.342 -1.103
O -0.572 2.711 1.233
O -2.257 1.884 2.474
O -1.778 0.096 0.043
N -2.474 -1.223 -2.037
N -1.465 -2.497 0.087
N 0.681 0.337 1.731
N -3.848 -1.288 0.400
C 0.586 -0.564 -4.443
C 0.382 1.888 6.242
C 3.325 2.033 1.328
C -1.242 -3.848 2.043
C -6.031 -0.412 0.235
C -3.830 -0.576 -3.922
C -2.706 -2.410 -2.910
C 0.701 0.536 4.292
C 5.043 4.395 -2.134
C -1.047 -2.433 1.519
C 3.625 0.350 -2.421
C 3.297 0.328 -1.068
C 4.060 -1.954 -0.927
C 3.493 -0.839 -0.328
C 1.178 -2.801 -3.777
C 0.379 1.770 4.867
C 1.018 -0.434 6.457
C -2.771 3.465 0.748
C 4.510 3.297 -1.478
C 4.413 -1.917 -2.269
C 2.709 2.963 2.170
C 0.473 -0.163 -3.118
C 1.065 -2.429 -2.446
C -1.842 2.614 1.621
C 1.022 -0.571 5.083
C 4.214 5.436 -2.518
C -4.748 -2.461 0.257
C 4.488 2.709 3.762
C -0.917 -4.694 0.817
C 4.185 -0.770 -3.017
C 4.531 1.453 1.707
C 3.292 3.304 3.379
C 0.690 0.427 2.880
C -6.152 -1.907 0.535
C -3.963 -2.079 -3.700
C 2.350 4.269 -1.573
C -4.642 -0.091 0.766
C 3.150 3.191 -1.203
C -1.583 -3.928 -0.321
C 0.700 0.790 7.033
C 0.936 -1.866 -4.773
C 5.103 1.789 2.927
C 2.861 5.375 -2.222
C 0.721 -1.129 -2.168
C -3.222 -0.062 -2.616
H -1.631 -1.692 2.069
H -3.819 3.329 0.987
H 0.701 0.891 8.110
H 3.206 -0.873 0.716
H 4.453 -0.741 -4.065
H -6.806 0.181 0.717
H -2.627 -4.233 -0.417
H 6.044 1.340 3.216
H 4.229 -2.851 -0.346
H -1.290 -5.713 0.883
H -4.010 -2.642 -4.630
H 4.869 -2.782 -2.733
H -2.538 0.765 -2.794
H -4.778 -0.088 -4.139
H -4.005 0.273 -1.928
H -3.149 -0.378 -4.752
H -2.277 -4.003 2.356
H 3.447 1.240 -3.012
H -4.858 -2.307 -3.117
H -6.408 -2.056 1.584
H 1.263 -1.283 7.080
H 2.821 4.037 4.021
H 0.006 -2.150 1.559
H 0.136 2.836 6.702
H -6.909 -2.404 -0.068
H 5.038 0.758 1.053
H -4.476 -3.242 0.967
H -6.080 -0.236 -0.843
H 1.279 -1.514 4.618
H -2.802 -3.325 -2.341
H -4.660 0.007 1.854
H 4.946 2.973 4.706
H 0.161 -4.731 0.657
H -1.075 -4.101 -1.267
H -4.683 -2.876 -0.753
H -4.199 0.813 0.353
H -1.851 -2.515 -3.583
H -0.593 -4.062 2.890
H 1.777 3.432 1.870
H 0.127 2.609 4.232
```

For the frontier orbital gap, the calculation gives 7.62 eV. For the energy above the lowest of the compared OMol25 structures with the same formula, charge and spin, the calculation gives 113.96 kJ/mol. Its charge is +2. As for the HOMO energy: -13.23 eV.

---

Entry 3:
DFT (the ωB97M-V functional and the def2-TZVPD basis) results for C45H40BrCsF4N5OPS2 as an isolated structure in a non-equilibrium geometry.

XYZ file:
```
100
C45H40BrCsF4N5OPS2 the ωB97M-V functional and the def2-TZVPD basis
Cs -0.067 -1.136 1.627
Br 0.691 -2.961 -1.233
S -1.400 1.755 2.351
S -5.507 2.245 -0.093
P 2.401 -0.241 -0.727
F 4.600 -1.100 -5.417
F 4.728 -0.079 -2.918
F 2.530 -2.781 -6.142
F 0.841 -3.707 -4.174
O -1.911 -2.344 2.466
N 0.790 2.081 3.962
N 2.412 -1.606 2.806
N -3.039 1.450 0.260
N -0.794 3.743 4.070
N 1.313 0.935 3.504
C 4.277 0.358 1.234
C -3.076 1.835 4.523
C -4.071 1.856 0.942
C 1.741 -2.744 -3.867
C 1.792 -2.215 -2.603
C 2.566 -3.516 4.839
C 4.659 -1.702 0.066
C 3.642 -1.406 -4.501
C 2.621 1.508 -1.219
C 1.524 -0.003 4.373
C -4.147 -2.085 1.578
C -2.365 -0.768 -5.128
C 2.116 -2.251 5.106
C 1.489 3.535 -1.896
C -1.493 1.551 -5.500
C 2.835 -2.829 2.573
C 5.326 0.070 2.081
C 1.448 2.227 -1.465
C -5.441 2.226 4.382
C 3.948 -0.515 0.200
C 3.685 -0.885 -3.236
C 3.883 3.469 -1.829
C -2.348 0.959 -2.032
C -4.140 1.987 2.346
C 2.712 4.163 -2.094
C -2.971 1.867 3.145
C 6.037 -1.111 1.932
C -4.902 1.814 -2.811
C 2.623 -2.316 -4.862
C -2.995 -3.008 2.070
C 3.845 2.160 -1.393
C -4.302 1.996 5.152
C -3.963 1.406 -3.745
C -5.362 2.216 3.011
C -1.739 0.458 -4.452
C 2.965 -3.821 3.533
C 2.750 -1.218 -2.223
C 2.054 -1.287 4.073
C -3.260 1.397 -1.066
C -0.383 0.036 -3.893
C 5.700 -1.999 0.925
C -2.688 0.962 -3.372
C -0.330 2.533 3.580
C -4.552 1.807 -1.480
C -2.704 -4.042 0.939
H 0.567 4.074 -2.073
H -2.409 -3.519 0.031
H 4.767 1.642 -1.176
H -5.003 -2.672 1.249
H -0.503 -0.742 -3.145
H 2.594 -4.272 5.617
H 3.092 -3.041 1.540
H 1.789 -1.983 6.100
H 0.236 -0.360 -4.695
H -1.886 -4.691 1.249
H 4.839 3.962 -1.963
H -4.457 -1.431 2.390
H -4.242 1.427 -4.788
H -1.020 2.415 -5.039
H 4.383 -2.398 -0.717
H -6.250 2.364 2.410
H 0.140 0.878 -3.449
H 3.699 1.262 1.364
H -0.830 1.171 -6.274
H 6.842 -1.350 2.615
H -4.376 1.935 6.228
H 0.493 1.752 -1.282
H -3.584 -4.651 0.739
H -0.067 4.376 4.363
H 1.220 0.151 5.416
H -2.182 1.687 5.110
H -1.391 0.616 -1.674
H -5.890 2.127 -3.120
H -3.323 -0.527 -5.583
H -3.796 -1.467 0.753
H -1.702 -1.145 -5.904
H -1.501 4.162 3.484
H 5.587 0.761 2.872
H 2.751 5.189 -2.438
H -6.393 2.397 4.869
H -3.444 -3.615 2.919
H -2.517 -1.558 -4.397
H 6.241 -2.932 0.819
H 3.347 -4.800 3.277
H -2.417 1.875 -5.974
```

For the frontier orbital gap (alpha / beta), the calculation gives 3.10 / 3.02 eV. For the energy above the lowest of the compared OMol25 structures with the same formula, charge and spin, the calculation gives 201.19 kJ/mol. Its charge is -2. As for the HOMO energy (alpha / beta): 0.31 / 0.39 eV.

---

Entry 4:
DFT (the ωB97M-V functional and the def2-TZVPD basis) results for C45H40Cl3MoN7O4S as an isolated structure in a non-equilibrium geometry.

XYZ file:
```
101
C45H40Cl3MoN7O4S the ωB97M-V functional and the def2-TZVPD basis
Mo 0.123 0.101 -0.606
Cl 1.899 -3.770 -6.748
Cl 5.835 -0.944 -4.496
Cl 4.103 -7.422 -3.473
S 3.192 -7.542 -0.643
O 4.025 -0.875 -0.107
O 1.397 -5.923 -4.572
O -2.581 -2.200 1.431
O -1.719 5.437 -4.100
N 2.046 0.343 -0.254
N -2.881 3.518 -4.471
N -1.485 -0.434 0.395
N 0.673 -1.662 0.338
N -0.564 2.053 -1.159
N -0.184 -2.743 -3.714
N 0.017 -1.034 -2.373
C 0.757 -7.331 -1.355
C 2.848 -7.413 -2.315
C -2.550 1.213 1.856
C 2.698 1.628 -0.153
C 4.127 -2.454 -3.055
C -0.409 2.914 -0.135
C 3.140 2.040 1.111
C -4.588 2.298 1.155
C 3.935 4.082 0.099
C 2.868 2.422 -1.290
C 2.351 -3.790 -4.050
C 1.968 -1.961 0.426
C -0.808 4.228 -0.199
C 1.532 -7.458 -0.245
C -3.566 0.667 -0.302
C -0.169 -4.140 -4.163
C 3.064 -3.337 -2.944
C 2.750 -3.326 -5.302
C 0.069 -0.571 -3.684
C -1.155 2.495 -2.282
C 0.090 -3.569 1.599
C 1.435 -3.940 1.625
C 1.210 -4.760 -3.824
C 0.936 -7.130 -3.941
C -2.081 4.342 -3.745
C 3.823 -2.461 -5.442
C -3.582 2.114 2.091
C 2.971 1.182 2.340
C -0.148 -2.357 -2.448
C 3.767 3.273 1.214
C 4.503 -2.026 -4.316
C -0.052 -1.631 -4.516
C -1.371 4.687 -1.379
C 2.836 -0.814 -0.028
C -3.599 -0.159 -1.563
C 2.477 1.973 -2.675
C 1.513 -7.309 -2.567
C -1.485 0.995 2.903
C 3.483 3.660 -1.138
C -0.248 -2.404 0.951
C -4.577 1.580 -0.032
C 2.397 -3.108 1.057
C -1.564 3.799 -2.433
C -1.593 -1.718 0.965
C -2.561 0.503 0.651
H 0.233 0.462 -3.937
H -3.941 -1.174 -1.345
H 3.358 1.933 -3.318
H -0.683 -4.145 2.092
H -4.293 0.271 -2.286
H 1.215 -7.550 0.783
H -5.392 2.994 1.357
H -0.501 0.795 2.476
H -1.398 1.865 3.553
H -0.015 -1.699 -5.592
H 2.846 1.805 3.224
H 4.131 3.598 2.182
H -5.376 1.720 -0.751
H -0.319 -4.158 -5.238
H -1.736 0.140 3.536
H 4.432 5.039 0.195
H 2.791 -3.711 -1.960
H 4.667 -2.113 -2.181
H 1.256 -7.921 -4.615
H 0.085 2.530 0.755
H 3.458 -3.316 1.119
H -2.620 -0.244 -2.036
H 1.736 -4.842 2.141
H -0.157 -7.151 -3.885
H -3.275 3.896 -5.318
H -3.360 2.746 -4.042
H -0.657 4.883 0.648
H 2.104 0.523 2.273
H -1.659 5.724 -1.506
H 3.854 0.558 2.505
H 1.226 -5.005 -2.755
H 1.770 2.670 -3.133
H -0.978 -4.684 -3.681
H 2.044 0.976 -2.675
H -0.327 -7.304 -1.327
H -1.293 1.773 -3.077
H -0.218 -3.043 -1.622
H 4.124 -2.126 -6.426
H 3.624 4.289 -2.011
H -3.601 2.665 3.023
```

For the frontier orbital gap (alpha / beta), the calculation gives 6.07 / 5.74 eV. For the energy above the lowest of the compared OMol25 structures with the same formula, charge and spin, the calculation gives 0.00 kJ/mol. Its charge is +2. As for the HOMO energy (alpha / beta): -12.99 / -12.99 eV. As for the expectation value of S²: 2.017. Its multiplicity is 3.